Molecular formula: C3H7NS2
Method: DFT, ωB97M-V/def2-TZVPD

The geometry in XYZ format:
```
13
Properties=species:S:1:pos:R:3:forces:R:3
C -0.466352 -1.134541 -1.478733 -3.8658 0.2290 0.3275
N -0.166174 0.171003 -0.999748 -1.1976 -0.0428 -1.0547
C -0.042075 0.612983 0.139156 0.4530 0.0553 0.8607
C -0.136649 2.113620 0.305701 0.0082 -1.4991 3.3065
S 0.191123 -0.280882 1.859200 -0.6456 1.5999 -0.5444
S 0.911243 -2.131986 1.587533 0.8157 -1.7312 0.0123
H -1.082108 -1.201314 -2.441543 0.3549 1.1325 1.2112
H -1.100259 -1.720602 -0.750186 1.2961 0.1274 -0.4673
H 0.392003 -1.506177 -1.843656 3.2255 -2.3017 -0.4767
H 0.081378 2.363352 1.357466 0.5125 0.2069 -0.4289
H -1.137016 2.442600 0.222511 -1.1599 0.2107 -0.7615
H 0.514298 2.551518 -0.369502 1.1313 1.0893 -1.1992
H 2.040587 -2.279573 2.411800 -0.9284 0.9238 -0.7854
```
Forces are in eV/Å.

Output
electronic energy	-26383.3711	eV
HOMO energy	-8.3	eV
structure (SMILES)	C/N=C(/C)SS
max |F|	3.99	eV Å⁻¹
E_LUMO	0.4682	eV

Results of the natural (NBO) charge analysis, in e, for atoms 1 through 5: atom 1 (C): -0.431, atom 2 (N): -0.440, atom 3 (C): 0.277, atom 4 (C): -0.660, atom 5 (S): -0.024



Molecular formula: C35H43F3N8O6Tb
Method: DFT, ωB97M-V/def2-TZVPD

The geometry in XYZ format:
```
96
Properties=species:S:1:pos:R:3:forces:R:3
Tb -0.645555 -1.318620 -0.002919 -1.1928 0.5179 0.7067
O -0.252658 3.732983 2.708417 0.0290 0.0224 0.0056
C 0.916413 3.680684 2.051612 0.0454 -0.0279 0.0766
C 1.693686 4.838535 1.988217 0.0248 0.0555 -0.0286
C 2.932728 4.820962 1.373376 0.0109 -0.0538 0.0124
C 3.420844 3.650535 0.800518 -0.0098 -0.0479 0.2515
C 2.632237 2.512221 0.824873 0.0213 0.0377 0.0618
C 1.380543 2.506311 1.432905 0.0398 -0.0306 -0.0956
C 0.552365 1.267480 1.354860 0.0190 0.0985 0.0267
O 0.814322 0.423793 0.437171 -0.2970 -0.1649 0.0972
N -0.409716 1.180270 2.244005 -0.0386 0.0049 0.0384
N -1.210668 0.051942 2.063202 0.3852 0.0046 -0.1762
C -2.014548 -0.167020 3.034437 -0.1475 -0.0918 -0.0445
C -3.041547 -1.187643 3.069812 0.0694 0.0083 0.0179
C -3.823131 -1.279917 4.229880 0.0055 -0.0071 0.0229
C -4.846822 -2.193533 4.350566 0.0266 -0.0018 -0.0076
C -5.107168 -3.046279 3.271351 0.0115 0.0343 0.0269
C -4.362848 -2.975625 2.117221 -0.0206 -0.0468 -0.0252
C -3.298044 -2.054092 1.973017 -0.0313 0.0168 0.0169
O -2.622762 -2.011589 0.871142 0.4737 -0.0098 -0.1666
H -0.582841 2.789927 2.740628 -0.0569 -0.0080 -0.0319
H 1.307518 5.741088 2.444872 -0.0077 -0.0184 0.0138
H 3.525625 5.727871 1.346383 0.0041 0.0083 0.0086
H 4.398893 3.631185 0.334431 -0.1399 0.0102 0.2284
H 2.964629 1.593392 0.362275 0.0012 0.0103 0.0394
H -1.947882 0.490308 3.904202 -0.0161 0.0304 -0.0242
H -3.599328 -0.607179 5.052078 -0.0080 0.0101 -0.0085
H -5.433223 -2.250504 5.258062 -0.0014 -0.0042 -0.0050
H -5.906647 -3.774864 3.345448 -0.0053 0.0007 -0.0130
H -4.561764 -3.632255 1.279023 0.0121 0.0040 0.0076
C -3.229631 1.388781 -4.670129 -0.0058 -0.1105 0.0182
N -3.625592 1.390550 -3.281912 -0.0678 -0.0310 0.0342
C -4.989676 1.768240 -2.967687 0.0306 0.0508 -0.0178
C -5.065464 1.486711 -1.478385 0.0185 -0.0133 0.0315
N -3.688942 1.683531 -1.083220 -0.0006 -0.0539 0.0122
C -3.319896 1.371205 0.273388 0.0460 0.0453 -0.0301
C -2.843030 1.343365 -2.132966 -0.0135 -0.1028 -0.2645
N -1.610499 1.048236 -1.949312 -0.0552 0.0970 0.1725
C -0.665961 1.042510 -3.058671 -0.0377 0.3522 0.0747
C 0.573211 1.876880 -2.691011 0.1976 -0.0891 0.0631
N 1.713624 1.073992 -2.293033 -0.5329 -0.0940 -0.0108
C 2.868913 1.575232 -2.169302 -0.0513 -0.1240 -0.3224
N 3.348125 2.851728 -2.484851 0.2730 0.1249 -0.0271
C 2.593427 4.062948 -2.197166 -0.1280 0.0445 -0.0847
C 4.785466 2.913908 -2.242897 0.0043 0.0767 -0.0461
C 5.194992 1.457647 -2.015891 -0.1134 -0.1389 -0.0191
N 3.932902 0.814695 -1.757767 0.4883 0.1420 0.2746
C 3.832259 -0.484863 -1.152134 -0.0230 -0.0619 -0.1795
H -4.141106 1.367803 -5.267633 -0.0058 -0.0377 0.0000
H -2.653162 0.500222 -4.922443 0.0226 0.0059 0.0172
H -2.667032 2.282959 -4.958536 -0.0406 0.0102 -0.0238
H -5.694614 1.163510 -3.540588 0.0009 0.0197 -0.0233
H -5.177724 2.828401 -3.188794 0.0048 0.0096 0.0277
H -5.396693 0.457416 -1.282428 0.0061 -0.0045 -0.0162
H -5.723274 2.175120 -0.947166 -0.0188 -0.0132 0.0062
H -4.007209 1.878351 0.952376 -0.0004 0.0041 0.0019
H -2.315499 1.741242 0.458157 0.0324 -0.0279 0.0368
H -3.356795 0.295854 0.470558 -0.0116 -0.0272 0.0247
H -1.070408 1.516958 -3.949220 -0.0400 -0.0903 0.0018
H -0.404841 0.020055 -3.340361 0.1114 0.0061 0.0487
H 0.253451 2.527847 -1.871243 -0.0236 0.0128 -0.0521
H 0.828006 2.518942 -3.546993 0.0345 -0.0324 0.0127
H 1.816985 3.883545 -1.455707 0.0435 0.0504 -0.0337
H 2.138876 4.487979 -3.093180 -0.0129 -0.0160 -0.0547
H 3.274137 4.807453 -1.780157 -0.0449 -0.0270 -0.0017
H 5.001952 3.525951 -1.359056 0.0217 -0.0622 -0.2479
H 5.307732 3.355850 -3.093716 0.0178 0.0123 -0.0084
H 5.871440 1.339140 -1.165250 0.0357 0.0329 0.0008
H 5.691673 1.039893 -2.901504 0.0229 -0.0130 0.0001
H 4.597333 -0.572130 -0.376677 -0.0159 -0.0193 0.0193
H 3.974188 -1.299123 -1.870734 0.0194 -0.0239 0.0045
H 2.851600 -0.596890 -0.689179 0.0657 0.0914 0.0532
O 1.535066 -2.144409 -2.855982 0.0884 0.2597 -0.1173
C 1.032058 -1.541972 -2.050078 0.1182 -0.6086 -0.1668
F -0.676373 -4.771204 -3.051262 0.0039 -0.0324 0.0271
C -1.502782 -4.229395 -2.138324 0.0374 0.0570 -0.0262
F -0.764433 -4.025590 -1.019906 0.0451 -0.1079 -0.0057
F -2.427734 -5.148941 -1.837596 -0.0138 -0.0075 0.0100
C -2.127009 -2.900698 -2.660395 0.0052 -0.0388 0.1352
O -2.783995 -2.982708 -3.681390 -0.0281 0.0441 -0.0297
O -1.851224 -1.898282 -1.940421 0.2261 0.2197 -0.0805
C 3.870798 -3.982936 2.545513 0.0050 0.0035 0.0044
C 2.407421 -4.057509 3.001200 -0.0135 0.0268 0.0366
C 1.960555 -5.524613 3.050285 -0.0024 0.0022 -0.0069
C 2.276813 -3.436075 4.398932 0.0012 0.0004 0.0019
C 1.558202 -3.313367 2.057169 0.0131 -0.0141 -0.0474
C 0.846419 -2.699288 1.280071 0.0477 -0.1335 -0.2331
H 4.514358 -4.529453 3.241461 -0.0047 -0.0019 -0.0037
H 4.203303 -2.944634 2.504262 0.0004 -0.0032 -0.0051
H 3.982900 -4.416484 1.550704 0.0013 0.0051 0.0025
H 2.577146 -6.088147 3.757082 0.0013 0.0053 -0.0033
H 2.048028 -5.982627 2.064142 -0.0007 -0.0012 0.0080
H 0.917651 -5.592554 3.361680 0.0060 -0.0050 0.0002
H 2.920594 -3.959595 5.112322 -0.0048 -0.0073 -0.0077
H 1.244902 -3.498081 4.746722 0.0038 0.0071 -0.0009
H 2.561481 -2.383404 4.375151 0.0034 -0.0063 0.0032
```
Forces are in eV/Å.

Output
electronic energy	-91788.4977	eV
HOMO energy (spin up / spin down)	-5.0 / -5.0	eV
multiplicity	7
charge	-1
max |F|	1.48	eV Å⁻¹
E_LUMO (spin up / spin down)	2.4655 / 2.4658	eV

Results of the Löwdin charge analysis, in e, for atoms 1 through 5: atom 1 (Tb): 1.534, atom 2 (O): 0.039, atom 3 (C): -0.276, atom 4 (C): -0.022, atom 5 (C): -0.096



- Among the records above, which one has the lowest max |F|?
  C35H43F3N8O6Tb



- Which of these has the highest max |F|?
  C3H7NS2



- Look up the max |F| of the first one.
  3.99 eV Å⁻¹



What did the first record say?
Molecular formula: C3H7NS2
Method: DFT, ωB97M-V/def2-TZVPD

The geometry in XYZ format:
```
13
Properties=species:S:1:pos:R:3:forces:R:3
C -0.466352 -1.134541 -1.478733 -3.8658 0.2290 0.3275
N -0.166174 0.171003 -0.999748 -1.1976 -0.0428 -1.0547
C -0.042075 0.612983 0.139156 0.4530 0.0553 0.8607
C -0.136649 2.113620 0.305701 0.0082 -1.4991 3.3065
S 0.191123 -0.280882 1.859200 -0.6456 1.5999 -0.5444
S 0.911243 -2.131986 1.587533 0.8157 -1.7312 0.0123
H -1.082108 -1.201314 -2.441543 0.3549 1.1325 1.2112
H -1.100259 -1.720602 -0.750186 1.2961 0.1274 -0.4673
H 0.392003 -1.506177 -1.843656 3.2255 -2.3017 -0.4767
H 0.081378 2.363352 1.357466 0.5125 0.2069 -0.4289
H -1.137016 2.442600 0.222511 -1.1599 0.2107 -0.7615
H 0.514298 2.551518 -0.369502 1.1313 1.0893 -1.1992
H 2.040587 -2.279573 2.411800 -0.9284 0.9238 -0.7854
```
Forces are in eV/Å.

Output
electronic energy	-26383.3711	eV
HOMO energy	-8.3	eV
structure (SMILES)	C/N=C(/C)SS
max |F|	3.99	eV Å⁻¹
E_LUMO	0.4682	eV

Results of the natural (NBO) charge analysis, in e, for atoms 1 through 5: atom 1 (C): -0.431, atom 2 (N): -0.440, atom 3 (C): 0.277, atom 4 (C): -0.660, atom 5 (S): -0.024